The following is a quantum chemistry calculation of one molecule with the formula C22H24N6O3 at a distorted geometry, from OMol25.

Results
ΔE to the lowest compared entry with this formula, charge and spin (kJ/mol): 88.7
SMILES: CC[C@@H](C(=O)N1CCN(c2ccccn2)CC1)n1nc(C)n2c(cc3occc32)c1=O
E (a.u.): -1406.9950
HOMO (eV): -7.74
LUMO energy (eV): 0.667
Gap between HOMO and LUMO (eV): 8.4088

Last column: natural (NBO) charge in e.
Element x y z (Å)
C 1.646 4.066 -0.749  -0.6125
C 0.205 3.599 -0.593  -0.3845
C 0.121 2.077 -0.545  -0.1303
C 0.752 1.564 0.763  0.7122
O 0.218 1.841 1.822  -0.6477
N 1.900 0.862 0.691  -0.4431
C 2.479 0.351 -0.542  -0.2336
C 3.705 -0.505 -0.230  -0.2346
N 3.347 -1.607 0.632  -0.4120
C 3.543 -2.889 0.217  0.3988
C 3.016 -3.992 0.915  -0.3178
C 3.301 -5.259 0.457  -0.1427
C 4.094 -5.421 -0.674  -0.3238
C 4.560 -4.277 -1.293  0.0699
N 4.302 -3.052 -0.872  -0.4989
C 2.421 -1.289 1.701  -0.2240
C 2.375 0.220 1.903  -0.2343
N -1.265 1.620 -0.513  -0.2328
N -2.231 2.550 -0.500  -0.2482
C -3.457 2.217 -0.376  0.3965
C -4.521 3.258 -0.366  -0.6489
N -3.830 0.896 -0.254  -0.3249
C -2.858 -0.110 -0.256  0.0401
C -3.448 -1.354 -0.115  -0.2569
C -4.821 -1.094 -0.024  0.2249
O -5.992 -1.743 0.115  -0.3895
C -6.945 -0.779 0.118  0.1160
C -6.438 0.480 -0.015  -0.3228
C -5.038 0.289 -0.111  0.0555
C -1.468 0.264 -0.379  0.6276
O -0.525 -0.514 -0.383  -0.6370
H 2.254 3.716 0.083  0.2092
H 2.077 3.695 -1.677  0.1984
H 1.685 5.153 -0.767  0.2176
H -0.400 3.961 -1.425  0.2177
H -0.219 3.992 0.331  0.2295
H 0.592 1.634 -1.426  0.2171
H 2.780 1.182 -1.186  0.2010
H 1.738 -0.270 -1.058  0.2258
H 4.109 -0.932 -1.149  0.2652
H 4.484 0.106 0.240  0.1868
H 2.396 -3.855 1.785  0.2175
H 2.905 -6.121 0.975  0.2133
H 4.333 -6.400 -1.056  0.2165
H 5.177 -4.332 -2.181  0.1877
H 1.408 -1.638 1.454  0.2067
H 2.746 -1.769 2.630  0.2018
H 3.364 0.605 2.171  0.1945
H 1.673 0.474 2.700  0.2592
H -5.072 3.218 0.572  0.2273
H -5.220 3.089 -1.184  0.2243
H -4.062 4.235 -0.475  0.2498
H -2.933 -2.291 -0.086  0.2497
H -7.959 -1.111 0.222  0.2080
H -6.998 1.391 -0.039  0.2350



The following is a quantum chemistry calculation of C22H25BaN3O3 as an isolated structure at a distorted geometry, from OMol25.

Results
ΔE to the lowest compared entry with this formula, charge and spin (kJ/mol): 98.3
E (a.u.): -1268.2204
HOMO (alpha / beta) (eV): -10.89 / -11.67
LUMO energy (alpha / beta) (eV): -6.600 / -6.602
Net charge: +2
Gap between HOMO and LUMO (alpha / beta) (eV): 4.2917 / 5.0674

Last column: Mulliken charge in e.
Element x y z (Å)
C 1.307 -1.713 -5.384  -1.3176
C 2.409 -1.046 -5.818  0.6515
H 0.313 -1.276 -5.485  0.3412
H 1.392 -2.773 -5.088  0.2905
C 3.249 -0.282 -4.909  1.1546
C 2.857 0.246 -3.693  -1.1620
H 1.837 0.564 -3.452  0.3015
H 3.627 0.537 -2.973  0.2803
C 2.757 -1.502 -7.239  -1.2920
H 1.879 -2.049 -7.584  0.4039
H 3.591 -2.204 -7.274  0.3366
H 2.905 -0.701 -7.969  0.3471
C 4.638 -0.116 -5.449  -1.2951
H 4.579 0.502 -6.352  0.2941
H 5.039 -1.096 -5.730  0.2910
H 5.365 0.311 -4.776  0.3912
Ba -1.367 1.658 1.016  1.9045
O -0.831 -0.385 -0.152  -0.6460
C -0.089 -1.378 -0.304  0.5801
O 0.547 0.253 2.023  -0.5972
C 1.218 -0.735 1.667  0.2681
O 2.280 -1.131 2.356  -0.2995
N 1.022 -1.540 0.525  0.3396
C 2.858 -2.319 1.660  -0.4723
C 2.181 -2.422 0.314  -0.4245
H 2.654 -3.212 2.263  0.2775
H 3.944 -2.166 1.635  0.3492
H 1.870 -3.447 0.059  0.4140
H 2.846 -2.000 -0.469  0.2256
C -0.597 -2.392 -1.129  -0.3041
C -1.893 -2.153 -1.564  -0.7194
H 0.056 -3.263 -1.230  0.3909
H -2.303 -1.175 -1.802  0.2608
H -2.571 -2.977 -1.856  0.2795
C -0.772 4.899 4.529  -0.6282
C -1.819 4.719 5.436  -0.4956
C -2.675 3.623 5.287  -0.5178
C -2.475 2.732 4.216  0.4334
N -1.458 2.932 3.341  -0.1361
C -0.615 3.975 3.496  -0.1789
C -3.356 1.553 3.980  0.4905
C -4.398 1.206 4.856  -0.4920
C -5.179 0.084 4.584  -0.4899
C -4.902 -0.690 3.449  -0.6630
C -3.849 -0.297 2.614  -0.1770
N -3.113 0.809 2.862  -0.1215
H -0.077 5.735 4.607  0.4040
H -1.984 5.416 6.256  0.4486
H -3.499 3.438 5.965  0.3299
H 0.201 4.050 2.763  0.3820
H -4.566 1.830 5.734  0.3029
H -5.992 -0.180 5.258  0.4457
H -5.474 -1.581 3.207  0.4093
H -3.567 -0.869 1.720  0.4100



The following is a quantum chemistry calculation of C22H25Br2I2LiN8O4S as an isolated structure, from OMol25.

Results
ΔE to the lowest compared entry with this formula, charge and spin (kJ/mol): 9.8
E (a.u.): -7741.6979
HOMO (eV): -7.82
LUMO energy (eV): 0.153
Gap between HOMO and LUMO (eV): 7.9695

Last column: natural (NBO) charge in e.
Element x y z (Å)
Li -0.513 -1.086 1.749  0.8567
C 2.481 2.220 -1.909  -0.6569
C 2.391 0.765 -2.166  0.3710
N 3.262 0.043 -2.797  -0.2825
N 2.730 -1.219 -2.766  -0.3863
C 1.549 -1.304 -2.131  0.2170
S 0.548 -2.618 -1.912  -0.3113
N 1.343 -0.008 -1.736  -0.2360
N 0.249 0.486 -1.029  -0.6268
H 3.375 2.610 -2.390  0.2410
H 2.534 2.417 -0.839  0.2395
H 1.596 2.727 -2.293  0.2431
H 3.189 -1.981 -3.233  0.4216
H 0.425 0.283 -0.047  0.3780
H -0.565 -0.066 -1.291  0.4020
Br -5.429 -5.239 -3.693  0.0469
C -4.450 -4.222 -2.426  -0.0657
C -3.798 -4.876 -1.393  -0.2524
C -3.083 -4.128 -0.472  -0.1482
C -3.023 -2.744 -0.583  -0.1823
C -3.684 -2.109 -1.627  -0.0993
C -4.403 -2.844 -2.556  -0.2703
C -2.223 -1.945 0.403  0.7827
O -2.175 -0.683 0.281  -0.8268
O -1.609 -2.559 1.309  -0.7902
H -3.848 -5.953 -1.315  0.2264
H -2.558 -4.608 0.343  0.2374
H -3.622 -1.032 -1.705  0.2246
H -4.916 -2.357 -3.373  0.2252
C -3.552 1.798 5.243  -0.3982
N -2.382 1.160 4.697  -0.4021
C -1.129 1.052 5.412  -0.3222
C -0.245 0.363 4.373  0.6684
O 0.930 0.096 4.536  -0.6240
N -0.989 0.130 3.250  -0.7108
C -2.211 0.632 3.468  0.6591
N -3.141 0.603 2.525  -0.7826
H -3.825 1.337 6.194  0.2098
H -4.398 1.692 4.570  0.2045
H -3.380 2.864 5.407  0.2051
H -1.215 0.447 6.317  0.2243
H -0.717 2.029 5.674  0.2242
H -2.893 0.156 1.630  0.4645
H -4.069 0.943 2.686  0.3953
Br 1.985 5.232 1.931  0.0727
C 3.505 4.372 1.205  -0.1166
C 4.298 5.105 0.332  -0.2299
C 5.405 4.519 -0.257  -0.2031
C 5.721 3.198 0.029  -0.2069
C 4.930 2.472 0.902  -0.2223
C 3.812 3.048 1.502  -0.2298
I 2.628 1.856 2.737  0.2287
H 4.037 6.132 0.115  0.2316
H 6.016 5.094 -0.940  0.2220
H 6.580 2.729 -0.432  0.2230
H 5.172 1.440 1.118  0.2243
N 3.210 -2.172 2.024  -0.7910
C 1.969 -2.229 1.520  0.6847
O 1.324 -1.203 1.296  -0.7153
C 1.411 -3.588 1.182  -0.6281
I 1.220 -4.804 2.928  0.0920
H 3.519 -1.280 2.382  0.4184
H 3.648 -3.009 2.370  0.4048
H 2.065 -4.119 0.497  0.2551
H 0.419 -3.476 0.763  0.2921



The following is a quantum chemistry calculation of C22H25BrN3O2SV as an isolated structure at a distorted geometry, from OMol25.

Results
ΔE to the lowest compared entry with this formula, charge and spin (kJ/mol): 26.5
E (a.u.): -5084.3568
HOMO (alpha / beta) (eV): -4.06 / -4.21
LUMO energy (alpha / beta) (eV): 2.487 / 2.491
Net charge: -1
2S+1: 2
Gap between HOMO and LUMO (alpha / beta) (eV): 6.5444 / 6.6991

Last column: Löwdin spin population.
Element x y z (Å)
V -0.132 0.008 -0.192  1.2612
O -1.880 1.557 -5.216  -0.0001
C -1.436 1.549 -3.928  0.0014
C -0.854 2.689 -3.358  0.0076
C -0.369 2.610 -2.072  0.0011
N -0.491 1.472 -1.398  -0.0030
C -1.043 0.379 -1.912  -0.0238
Br 1.673 -1.092 -1.587  0.0182
C -1.549 0.376 -3.201  0.0002
H -1.626 2.388 -5.631  -0.0001
H -0.770 3.614 -3.916  0.0003
H 0.111 3.448 -1.582  0.0004
H -1.969 -0.508 -3.661  0.0003
O 0.764 -0.878 1.415  0.0075
N 0.699 -0.300 2.594  0.0052
C 0.294 -1.038 3.644  0.0013
C 0.248 -0.518 4.908  0.0012
C 0.629 0.814 5.093  0.0015
C 1.030 1.557 4.011  0.0007
C 1.066 1.019 2.709  0.0052
S 1.499 1.877 1.312  0.0184
H 0.004 -2.047 3.393  0.0001
H -0.096 -1.137 5.724  0.0000
H 0.595 1.263 6.078  0.0001
H 1.322 2.592 4.120  0.0004
C -1.039 -3.612 0.562  -0.0001
C -2.477 -3.093 0.680  -0.0031
C -2.991 -2.584 -0.671  0.0009
C -2.660 -2.086 1.806  -0.0315
C -3.185 -2.552 3.004  0.0033
C -3.502 -1.700 4.051  -0.0347
C -3.391 -0.333 3.838  0.0031
C -2.874 0.191 2.664  -0.0313
C -3.017 1.686 2.427  -0.0030
C -1.727 2.480 2.219  0.0006
C -3.965 1.905 1.239  -0.0029
C -2.352 -0.697 1.675  -0.0086
N -1.606 -0.226 0.650  -0.2026
H -0.952 -4.298 -0.285  -0.0001
H -0.748 -4.149 1.469  0.0001
H -0.335 -2.798 0.413  0.0019
H -3.105 -3.947 0.956  -0.0002
H -2.352 -1.794 -1.059  0.0022
H -4.006 -2.189 -0.573  0.0001
H -3.008 -3.405 -1.391  0.0000
H -3.375 -3.616 3.106  0.0010
H -3.887 -2.088 4.986  -0.0026
H -3.733 0.353 4.607  0.0009
H -3.501 2.082 3.326  0.0001
H -1.192 2.130 1.340  0.0021
H -1.063 2.389 3.080  0.0001
H -1.967 3.538 2.081  0.0001
H -3.502 1.526 0.325  -0.0006
H -4.180 2.968 1.106  -0.0002
H -4.909 1.377 1.389  -0.0001